Entry 1:
11
Properties=species:S:1:pos:R:3:mulliken_charge:R:1 method="wB97M-V/def2-TZVPD" orbital_gap_ev=9.10 total_charge=0 total_energy_ha=-3164.7265 e_above_lowest_kj_mol=13.3
C 0.50426 0.66622 -0.06649 -1.046
C 0.90791 -0.71077 -0.23681 0.799
O 2.01288 -1.16836 -0.39910 -0.539
C -0.25764 -1.71397 -0.11614 -0.756
S 0.46768 -3.32236 0.00961 -0.009
Br -1.11720 -4.40781 0.92146 -0.132
H -0.30359 0.56432 0.70828 0.290
H 1.16727 1.52110 0.18246 0.327
H -0.02257 0.91144 -0.98095 0.308
H -1.01703 -1.78226 -0.94287 0.372
H -0.75214 -1.39263 0.83549 0.385

=====

Entry 2:
94
Properties=species:S:1:pos:R:3:mulliken_spin:R:1 method="wB97M-V/def2-TZVPD" multiplicity=6 orbital_gap_ev="6.76 / 5.41" total_charge=0 total_energy_ha=-4684.0454 s_squared=8.766
Cr -0.11845 0.36821 -0.11872 3.933
Cu -0.54631 -2.92237 1.28226 0.368
C -3.80764 -0.40160 0.83493 0.008
C -2.61099 -0.37915 1.84141 0.018
O -1.43264 -0.75173 1.21120 -0.017
H -4.46905 0.33330 1.29378 -0.001
H -4.40620 -1.31251 0.84266 0.001
H -3.64420 0.06050 -0.13865 0.005
H -2.78023 -1.19174 2.54793 0.002
H -2.62001 0.54204 2.42401 -0.008
C 2.64639 3.46626 0.04907 -0.008
C 1.85668 3.05297 1.25374 0.010
O 0.98036 1.95321 1.06299 0.042
H 2.84332 4.53512 -0.03378 0.001
H 2.15957 3.36059 -0.92043 0.002
H 3.53383 2.83429 0.08324 0.002
H 1.35830 4.01493 1.37348 0.003
H 2.36581 2.85443 2.19686 0.004
C 3.37866 -1.15023 -0.24669 0.005
C 2.28284 -2.08280 -0.11344 0.010
O 1.10488 -1.51114 0.25482 0.057
H 4.23719 -1.65120 -0.69397 0.000
H 3.61950 -0.69102 0.71207 -0.001
H 2.93554 -0.45998 -0.96453 0.012
H 2.59928 -2.89751 0.53789 0.001
H 2.16998 -2.54733 -1.09301 -0.002
C -1.65829 -4.54143 -2.95962 -0.009
C -1.48026 -5.05838 -1.46513 -0.031
O -1.28266 -4.07313 -0.54597 0.504
H -0.87028 -3.81257 -3.14909 0.003
H -2.61465 -4.12086 -3.27043 0.001
H -1.44284 -5.30524 -3.70680 -0.001
H -0.73747 -5.85531 -1.42954 0.052
H -2.31411 -5.75726 -1.39914 0.041
C 1.36277 -4.26152 3.36211 0.000
C 1.51384 -2.74106 3.57153 -0.002
O 0.34632 -2.13698 3.44468 0.000
O 1.06532 -4.54246 1.96885 -0.002
H 0.69739 -4.77840 4.05364 0.001
H 2.23446 -4.83204 3.68267 0.000
H 2.40557 -2.34732 3.08380 0.001
H 1.71992 -2.60349 4.63300 0.000
H 0.41562 -1.24311 3.78788 0.000
H 1.82032 -5.01675 1.61299 -0.001
C -4.87363 -0.41347 -2.55928 -0.001
C -4.97302 1.02651 -2.73749 0.000
O -4.64046 1.70374 -1.57840 0.000
O -6.01862 -0.89757 -1.95530 0.000
H -4.02346 -0.82821 -2.01772 0.001
H -4.72597 -0.88698 -3.52990 0.000
H -6.03438 1.26619 -2.80216 0.000
H -4.50505 1.47279 -3.61496 0.000
H -5.39542 1.49352 -1.02393 0.000
H -5.79827 -1.65172 -1.40367 0.000
C -2.01949 4.07102 0.26692 -0.002
C -1.54128 3.13036 -0.86255 0.007
O -1.82174 1.70881 -0.77426 -0.005
O -1.55389 3.92563 1.57500 -0.001
H -3.03027 3.72380 0.48109 0.000
H -1.97699 5.09420 -0.10645 0.000
H -0.45180 3.16274 -0.87200 -0.012
H -1.70334 3.60334 -1.83113 0.002
H -2.76364 1.58607 -0.91337 0.005
H -0.64761 3.60919 1.56389 0.001
C -0.18216 2.10764 4.84490 -0.001
C 1.15956 1.49316 4.62335 0.000
O 0.94507 0.51635 3.58295 0.001
O -1.07237 1.14630 5.29710 0.000
H -0.47808 2.73425 4.00354 0.000
H -0.08368 2.75715 5.71470 0.000
H 1.44732 1.03129 5.56780 0.000
H 1.91655 2.21804 4.32399 0.000
H 0.83978 1.12089 2.84468 0.015
H -1.02995 0.56045 4.53777 0.000
C 0.68736 0.14073 -3.00097 0.014
C -0.70013 -0.50580 -3.07415 0.012
O -1.05563 -1.03024 -1.73483 -0.035
O 0.73663 1.01998 -1.93349 -0.006
H 0.84844 0.89006 -3.77600 0.000
H 1.62741 -0.40616 -2.92815 -0.014
H -0.73286 -1.19358 -3.91912 0.002
H -1.43501 0.29462 -3.16003 -0.001
H -0.75868 -1.93841 -1.82786 0.004
H 1.09240 1.85707 -2.24060 0.013
C 5.44689 1.15588 -1.53950 0.000
C 4.77768 1.17339 -2.94250 0.000
O 3.84994 2.12521 -3.37705 0.000
O 6.11524 2.40059 -1.41093 0.000
H 6.11745 0.33970 -1.27061 0.000
H 4.59018 1.24354 -0.87133 0.000
H 4.30681 0.19238 -3.00572 0.000
H 5.56861 1.23599 -3.68990 0.000
H 3.70488 1.94785 -4.30931 0.000
H 5.43104 3.07361 -1.38793 0.000

=====

Entry 3:
105
Properties=species:S:1:pos:R:3:mulliken_spin:R:1 method="wB97M-V/def2-TZVPD" multiplicity=4 orbital_gap_ev="8.00 / 6.61" total_charge=+1 total_energy_ha=-4636.1580 s_squared=3.786 e_above_lowest_kj_mol=117.2
Tc -0.40241 -0.49865 0.33225 2.614
O -0.46975 2.99835 -0.44985 0.009
N 0.51220 2.12358 -0.87895 0.008
C 0.95787 2.46320 -2.01450 0.014
C 2.05338 1.74130 -2.67744 -0.005
C 2.78945 2.48899 -3.60030 0.000
C 3.87132 1.94749 -4.26675 -0.001
C 4.22219 0.62527 -4.03060 0.001
C 3.48270 -0.12957 -3.13857 0.000
C 2.39980 0.41200 -2.44175 -0.003
P 1.47419 -0.79412 -1.39425 0.024
C 0.88468 -1.90413 -2.71729 0.003
C -0.29342 -1.50152 -3.34052 -0.007
C -0.79854 -2.20642 -4.42116 -0.004
C -0.13259 -3.33317 -4.88129 -0.002
C 1.04825 -3.73472 -4.27237 0.000
C 1.56302 -3.01963 -3.20039 -0.006
C 2.83692 -1.65404 -0.53920 -0.010
C 3.94682 -0.92612 -0.12024 -0.002
C 4.94618 -1.54154 0.62035 0.001
C 4.84262 -2.88776 0.94276 -0.003
C 3.72607 -3.61242 0.54581 -0.002
C 2.71968 -2.99529 -0.18015 0.033
H -0.78337 2.59741 0.37459 0.001
H 0.56230 3.35055 -2.50716 0.001
H 2.49819 3.51571 -3.78673 0.000
H 4.43247 2.54801 -4.97010 0.000
H 5.06201 0.17813 -4.54547 0.000
H 3.75677 -1.16573 -2.98429 0.000
H -0.81132 -0.62100 -2.97651 0.011
H -1.71162 -1.87905 -4.90091 0.000
H -0.52948 -3.89542 -5.71662 0.000
H 1.57866 -4.60466 -4.63718 0.000
H 2.49766 -3.33631 -2.75705 0.000
H 4.04251 0.12063 -0.38411 0.000
H 5.81162 -0.97109 0.93282 0.000
H 5.63032 -3.37260 1.50599 0.000
H 3.63647 -4.65904 0.80759 0.000
H 1.82901 -3.55257 -0.44472 0.000
C 1.13409 1.08060 3.89947 0.006
S -0.35926 1.46329 3.06630 0.004
O -1.26896 0.27746 3.50785 0.007
O -0.84157 2.72094 3.51721 0.000
O -0.17808 1.34308 1.60573 0.045
H 0.87725 0.58405 4.83391 0.000
H 1.62188 2.03540 4.08382 0.000
H 1.72463 0.42549 3.26627 0.000
S -1.43265 -2.41824 -0.43866 0.024
C -2.37461 -2.27350 1.21374 0.052
N -1.90305 -3.29563 2.12045 0.028
C -2.62663 -4.40082 2.39190 0.009
C -3.91159 -4.50162 1.98533 0.006
C -4.43934 -3.36949 1.28903 0.007
N -3.77226 -2.31432 0.95906 0.003
H -0.90603 -3.28045 2.29115 0.002
H -2.12771 -5.16667 2.97154 0.000
H -4.51774 -5.36082 2.22139 0.000
H -5.49563 -3.35642 1.02839 0.001
C -4.07426 -0.45903 -3.15282 -0.010
C -4.57448 -0.28631 -1.74350 0.003
O -4.28171 1.06185 -1.27006 -0.001
P -3.05035 1.45396 -0.37820 0.003
O -1.80812 0.69899 -0.79666 0.009
Te -3.68993 1.46146 1.96651 0.036
O -2.96373 3.00807 -0.57727 -0.001
C -2.83650 3.59546 -1.90981 0.000
C -4.13501 4.25008 -2.30834 0.000
H -4.40128 -1.42706 -3.53728 0.000
H -2.98947 -0.42728 -3.17540 0.003
H -4.46874 0.32331 -3.80299 0.000
H -4.14322 -1.01212 -1.05212 -0.005
H -5.65779 -0.36288 -1.69858 0.001
H -2.53381 2.82208 -2.61770 0.000
H -2.02584 4.31255 -1.81948 -0.001
H -4.92775 3.51082 -2.41764 0.000
H -4.00415 4.76986 -3.25834 0.000
H -4.43690 4.97872 -1.55581 0.000
C 3.75228 -1.74451 9.27011 0.000
C 2.89020 -2.91439 8.88845 0.001
O 1.77514 -3.09409 9.26344 0.000
S 3.68811 -4.10365 7.69539 0.002
C 2.95887 -3.44762 6.21203 0.020
C 1.58464 -3.23945 6.09560 -0.009
C 1.05877 -2.73994 4.91645 0.029
C 1.88575 -2.46982 3.81880 -0.026
C 3.25526 -2.70781 3.93547 0.020
C 3.78588 -3.18354 5.12346 -0.012
C 1.31518 -1.91868 2.62306 0.084
C 0.81323 -1.44627 1.62205 -0.144
H 3.34195 -1.24437 10.14434 0.000
H 3.75846 -1.04977 8.42583 0.000
H 4.77919 -2.06037 9.44027 0.000
H 0.93019 -3.48020 6.92354 0.000
H -0.00846 -2.56114 4.83116 -0.001
H 3.89937 -2.51387 3.08722 0.007
H 4.85145 -3.35346 5.21211 0.000
C -3.58054 -0.15781 4.94899 0.002
C -3.25248 -0.98441 3.70692 0.001
C -2.39604 -0.24712 2.68556 0.017
N -1.88139 -0.97252 1.60509 0.107
H -4.32110 -0.68173 5.55131 0.000
H -3.99916 0.82047 4.69677 0.000
H -2.69917 0.01150 5.56394 0.000
H -4.16686 -1.28036 3.19820 0.001
H -2.72276 -1.89682 3.99130 -0.006

=====

Entry 4:
41
Properties=species:S:1:pos:R:3:mulliken_charge:R:1 method="wB97M-V/def2-TZVPD" orbital_gap_ev=4.64 total_charge=0 total_energy_ha=-1523.5054
C -0.06431 3.39194 -0.93536 -0.954
C -1.33471 2.42691 -1.09642 -0.515
N -1.82488 1.79387 0.17339 0.252
C -0.71608 1.39367 1.10197 -0.559
C -1.17718 0.11686 2.01525 -0.335
C -0.13107 -1.09042 1.83589 0.252
O 1.08993 -0.77838 1.99633 -0.563
N -0.51253 -2.46481 1.46681 -0.425
C 0.73596 -3.03269 0.84339 0.436
C 1.77722 -3.82569 1.70108 -0.317
C 3.06297 -4.34523 1.00999 -0.441
C 3.22712 -4.05176 -0.51122 -0.438
C 2.20222 -3.27473 -1.38122 -0.551
C 0.91371 -2.76412 -0.67703 -0.145
C -2.85253 2.56668 0.82444 0.039
N -3.01479 4.02488 0.75606 -0.452
N -3.79612 1.87658 1.53301 -0.314
H 0.89480 2.83255 -0.62221 0.315
H 0.16722 3.79773 -1.99426 0.342
H -0.22759 4.29773 -0.26100 0.268
H -2.21058 3.01676 -1.55543 0.367
H -1.03770 1.61363 -1.85644 0.365
H 0.24023 1.07452 0.53834 0.516
H -0.44965 2.21456 1.87200 0.189
H -1.19304 0.40661 3.13578 0.288
H -2.25791 -0.21324 1.78424 0.261
H -1.25329 -2.46428 0.73621 0.419
H 1.51661 -3.97295 2.80007 0.302
H 3.83508 -4.90895 1.63242 0.321
H 4.19027 -4.40494 -1.01332 0.302
H 2.33449 -3.03921 -2.48877 0.403
H 0.09123 -2.19262 -1.24172 0.148
H -4.04776 4.17014 0.74324 0.351
H -2.71899 4.41443 1.67800 0.312
H -4.00625 2.07685 2.52619 0.246
H -4.28516 1.09109 1.06818 0.299
O 1.37125 -1.03703 -3.17306 -0.639
Cl 2.56795 -0.35389 -3.62831 1.690
O 3.45861 -1.30937 -4.25145 -0.673
O 3.23165 0.25955 -2.49751 -0.675
O 2.20361 0.66679 -4.58755 -0.688

=====

Entry 5:
49
Properties=species:S:1:pos:R:3:mulliken_charge:R:1 method="wB97M-V/def2-TZVPD" orbital_gap_ev=6.98 total_charge=-1 total_energy_ha=-7344.4269 e_above_lowest_kj_mol=0.0
Sc -1.35143 -1.17495 -0.56963 0.447
Se 1.38189 -1.22665 -1.23687 -0.568
P 1.05217 0.90298 -1.21071 0.340
Se -1.04189 1.45363 -1.35879 -0.425
C 1.95673 1.71807 -2.56752 0.952
C 1.77366 3.08378 -2.77822 -0.418
C 2.46774 3.73615 -3.78288 -0.674
C 3.34827 3.02610 -4.59254 -0.412
C 3.52636 1.66680 -4.39276 -0.568
C 2.83246 1.01236 -3.38041 -0.399
C 1.76721 1.64038 0.29112 1.017
C 1.24948 2.82946 0.80036 -0.406
C 1.80672 3.40590 1.93187 -0.688
C 2.88202 2.79640 2.56432 -0.407
C 3.39832 1.61074 2.06236 -0.582
C 2.84216 1.03133 0.93040 -0.552
H 1.07245 3.63531 -2.16309 0.266
H 2.31690 4.79658 -3.94055 0.373
H 3.88720 3.53451 -5.38240 0.362
H 4.20354 1.10773 -5.02612 0.382
H 2.96201 -0.05136 -3.22674 0.231
H 0.38506 3.28170 0.33075 0.259
H 1.38588 4.31964 2.33220 0.371
H 3.30627 3.23814 3.45767 0.381
H 4.22585 1.12366 2.56229 0.380
H 3.22227 0.08949 0.55548 0.284
O -5.60864 -5.39560 -1.04881 -0.578
C -4.76079 -4.54856 -1.08187 0.514
C -3.23817 -4.77986 -1.09699 0.065
O -2.68270 -5.85074 -1.15054 -0.632
C -2.66305 -3.43065 -1.07603 0.899
C -3.63730 -2.45200 -1.05015 0.911
O -3.29031 -1.18372 -1.03241 -0.839
C -4.98886 -3.02511 -1.05191 0.058
O -6.05942 -2.46720 -1.06538 -0.633
O -1.39290 -3.08592 -1.08636 -0.765
C -3.06799 -0.74948 2.86330 -1.178
Si -1.38492 -1.20478 2.14328 0.774
C -0.16555 -0.08156 3.03853 -0.933
C -1.03218 -2.92882 2.82947 -1.198
H -3.04203 -0.83838 3.95619 0.323
H -3.84929 -1.41365 2.48289 0.259
H -3.36104 0.27285 2.60880 0.284
H -0.36311 -0.11177 4.11690 0.429
H -0.23983 0.95744 2.70336 0.182
H 0.86599 -0.40483 2.86871 0.230
H -1.04560 -2.91264 3.92610 0.330
H -0.06150 -3.31134 2.50286 0.279
H -1.79010 -3.64162 2.49049 0.271